# 1
# C13H28BN2O3

C13H28BN2O3 in the gas phase (ωB97M-V/def2-TZVPD, the OMol25 dataset).

Properties
**HOMO-LUMO gap (spin up / spin down)**: 8.2 / 9.4 eV
**Max |F|**: 0.0166 Eh/bohr
**LUMO energy (spin up / spin down)**: 0.340 / 0.340 eV
**2S+1**: 2
**Charge**: 0

Each line ends with the Löwdin spin population.
Cartesian coordinates (Å):
C: 4.19995 -2.41787 -1.66215  0.00
C: 3.16028 -1.78310 -0.76363  0.00
O: 2.11435 -1.21180 -1.55183  0.00
B: 0.79092 -1.50034 -1.29085  0.00
O: 0.20626 -2.61318 -1.86004  0.00
C: -0.13636 -0.53029 -0.42575  0.00
C: -1.01340 -1.40932 0.48560  0.00
N: -0.23133 -2.06814 1.53710  0.00
C: -0.95344 -2.25516 2.79661  0.00
C: 0.75156 0.46838 0.32429  0.00
C: 0.11031 1.75945 0.84294  0.03
C: 1.23078 2.78576 1.05935  0.01
C: -0.60133 1.55801 2.18597  0.02
N: -0.81086 2.35077 -0.16618  0.40
O: -1.33384 3.45691 0.19800  0.49
C: -1.70349 1.51660 -1.01443  0.03
C: -2.04694 2.34491 -2.27639  0.00
C: -3.01135 1.24482 -0.25207  0.02
C: -0.99015 0.22912 -1.46582  0.00
H: 4.52030 -1.69709 -2.41458  0.00
H: 5.07235 -2.71941 -1.08001  0.00
H: 3.80148 -3.29311 -2.17650  0.00
H: 3.60791 -0.98364 -0.16710  0.00
H: 2.75300 -2.52081 -0.06259  0.00
H: 0.72613 -3.41685 -1.82672  0.00
H: -1.51592 -2.14963 -0.14730  0.00
H: -1.80924 -0.82651 0.94796  0.00
H: 0.02966 -2.98664 1.20229  0.00
H: -0.63622 -3.18223 3.27363  0.00
H: -2.04009 -2.30518 2.65849  0.00
H: -0.74034 -1.43770 3.48891  0.00
H: 1.58195 0.74262 -0.33076  0.00
H: 1.18864 -0.03123 1.19288  0.00
H: 2.10276 2.28458 1.48341  0.00
H: 0.91456 3.58730 1.72451  0.00
H: 1.52600 3.22758 0.10694  0.00
H: -1.13301 2.46657 2.46510  0.00
H: 0.16163 1.36248 2.94333  0.00
H: -1.28153 0.70913 2.19557  0.00
H: -3.12364 2.46015 -2.39545  0.00
H: -1.67194 1.86428 -3.18040  0.00
H: -1.60783 3.33733 -2.20689  0.00
H: -3.61429 2.15060 -0.22507  0.00
H: -3.57696 0.47128 -0.77603  0.00
H: -2.84796 0.91154 0.77016  0.00
H: -0.35122 0.48756 -2.31600  0.00
H: -1.76808 -0.43848 -1.84853  0.00


# 2
# C13H28BN2O6

3 unconnected molecules or ions with the total composition C13H28BN2O6 at a distorted geometry (ωB97M-V/def2-TZVPD, the OMol25 dataset).

Properties
**HOMO-LUMO gap**: 6.1 eV
**Max |F|**: 0.0645 Eh/bohr
**LUMO energy**: 2.389 eV
**Charge**: -1

Each line ends with the Mulliken charge.
Cartesian coordinates (Å):
C: 0.94275 -1.63260 0.54519  -0.81
C: 0.48268 -0.19839 1.03320  0.20
O: -0.28460 0.51872 0.05074  -0.45
C: -0.20100 -0.27969 2.44414  -1.00
N: -1.33168 -1.21192 2.50783  -0.26
C: -2.60241 -0.56752 2.03929  0.36
B: -3.05088 -1.18366 0.60046  0.47
N: -3.93837 -0.41077 -0.30514  -0.71
O: -2.57345 -2.48314 0.31846  -0.61
C: -3.76487 -1.01571 3.03288  0.17
O: -4.69889 -0.23637 3.32107  -0.73
O: -3.76997 -2.22192 3.51923  -0.75
H: 1.55886 -2.06357 1.37318  0.17
H: 0.03650 -2.27698 0.44574  0.16
H: 1.52848 -1.49834 -0.39542  0.33
H: 1.44528 0.38415 1.17061  0.34
H: 0.30230 1.02078 -0.53173  0.30
H: 0.59042 -0.68226 3.14099  0.44
H: -0.43020 0.77483 2.76911  0.35
H: -1.43415 -1.44934 3.50013  0.25
H: -2.49906 0.55090 1.99315  0.02
H: -4.65476 0.09301 0.23475  0.31
H: -3.37193 0.34661 -0.71009  0.16
H: -3.31169 -3.07286 0.09537  0.26
C: 5.96029 -2.58510 -0.08903  -0.57
C: 6.58052 -1.50530 0.77671  -0.51
C: 5.35188 -0.79381 1.31599  -0.47
O: 4.31229 -1.77405 1.40711  -0.32
C: 4.72453 -2.95607 0.71141  -0.36
H: 6.61923 -3.43434 -0.27300  0.33
H: 5.66753 -2.16385 -1.05536  0.27
H: 7.13870 -1.96314 1.59882  0.26
H: 7.25517 -0.84057 0.23587  0.32
H: 5.01475 -0.00808 0.63081  0.26
H: 5.52172 -0.34891 2.29839  0.28
H: 4.95173 -3.72419 1.45886  0.27
H: 3.90769 -3.31402 0.08241  0.25
C: -3.22270 3.71460 -4.15095  -0.52
C: -1.92709 3.74010 -3.36250  -0.57
C: -2.42254 3.54588 -1.94009  -0.16
O: -3.61196 2.75275 -2.02147  -0.37
C: -4.03145 2.67947 -3.38851  -0.45
H: -3.09225 3.46200 -5.20392  0.33
H: -3.71328 4.69099 -4.09180  0.25
H: -1.29668 2.89599 -3.65742  0.26
H: -1.35073 4.65709 -3.49160  0.36
H: -2.68697 4.50279 -1.47673  0.25
H: -1.69072 3.04283 -1.30505  0.09
H: -3.82230 1.66721 -3.75063  0.26
H: -5.10674 2.85578 -3.45145  0.30


# 3
# C13H28BN4O5

2 unconnected molecules or ions with the total composition C13H28BN4O5 (ωB97M-V/def2-TZVPD, the OMol25 dataset).

Properties
**HOMO-LUMO gap**: 8.3 eV
**Max |F|**: 0.0172 Eh/bohr
**LUMO energy**: -3.334 eV
**Charge**: +1

Each line ends with the Mulliken charge.
Cartesian coordinates (Å):
C: -0.55198 -0.99492 0.62588  -1.68
C: 0.53777 -1.28108 -0.40451  0.72
C: 0.13169 -2.09899 -1.62152  -1.08
N: 1.43882 -2.12819 -2.39595  0.01
C: 2.32000 -0.96566 -1.89770  -1.31
C: 1.33776 -0.12430 -1.06424  0.95
C: 0.60402 0.75818 -2.12539  -1.62
C: -0.61149 1.62707 -1.71859  -0.60
C: -1.95404 1.22826 -2.37726  -0.86
C: -3.03942 0.75159 -1.41152  -0.09
N: -4.29323 0.48642 -2.11730  -0.31
C: -5.00588 -0.69822 -1.82754  0.47
N: -6.24122 -0.78015 -1.60515  -0.65
N: -4.24451 -1.90408 -1.89757  -0.60
B: 2.11565 0.84542 -0.06434  0.61
O: 1.75893 1.03082 1.25160  -0.55
O: 3.23796 1.43219 -0.56504  -0.56
H: -1.28349 -1.80667 0.64274  0.48
H: -1.08475 -0.06935 0.43961  0.32
H: -0.11232 -0.96939 1.62131  0.29
H: 1.28964 -1.90474 0.10155  0.31
H: -0.64061 -1.60044 -2.20526  0.31
H: -0.19072 -3.12007 -1.42479  0.45
H: 1.35511 -2.20199 -3.40827  0.34
H: 1.91420 -2.98040 -2.09895  0.43
H: 2.69042 -0.40238 -2.74818  0.39
H: 3.11584 -1.38879 -1.29108  0.44
H: 0.30367 0.16348 -2.99518  0.72
H: 1.38672 1.42957 -2.48690  0.44
H: -0.71511 1.69827 -0.63204  0.36
H: -0.39153 2.64206 -2.05137  0.50
H: -1.80177 0.43345 -3.11543  0.23
H: -2.35693 2.08004 -2.92776  0.38
H: -3.18591 1.49159 -0.61662  0.28
H: -2.71275 -0.17100 -0.93496  -0.23
H: -4.91974 1.27542 -2.01551  0.29
H: -6.68017 0.13838 -1.56114  0.21
H: -3.61424 -1.87904 -2.69156  0.30
H: -3.70665 -2.07158 -1.05665  0.29
H: 0.85329 1.33332 1.39442  0.30
H: 3.44328 2.28267 -0.15003  0.30
C: 3.00969 0.80973 4.35479  -0.06
C: 3.62883 1.54273 5.53196  -0.29
O: 2.72891 1.21252 6.59274  -0.33
C: 2.08969 0.06040 6.28204  0.63
O: 1.39994 -0.56057 7.01685  -0.50
O: 2.34927 -0.28399 4.99090  -0.33
H: 3.73814 0.43640 3.63978  0.27
H: 2.26504 1.40900 3.83036  0.06
H: 4.62189 1.16599 5.78120  0.25
H: 3.67231 2.62103 5.40757  0.29


# 4
# C13H28ClN2O8S

7 unconnected molecules or ions with the total composition C13H28ClN2O8S at a distorted geometry (ωB97M-V/def2-TZVPD, the OMol25 dataset).

Properties
**HOMO-LUMO gap**: 8.5 eV
**Max |F|**: 0.0824 Eh/bohr
**LUMO energy**: 2.418 eV
**Charge**: -1

Each line ends with the Mulliken charge.
Cartesian coordinates (Å):
Cl: -0.71856 -0.51181 0.11596  1.72
O: -0.07724 0.69100 -0.11810  -0.63
O: 0.18061 -1.60139 -0.02032  -0.69
O: -1.30567 -0.53641 1.42645  -0.69
O: -1.75944 -0.64363 -0.88509  -0.70
C: 1.51311 2.00200 4.94787  -0.65
O: 0.80020 2.57642 3.88164  -0.45
H: 0.99632 1.22368 5.50934  0.27
H: 2.48838 1.62796 4.63637  0.27
H: 1.73222 2.70105 5.75497  0.24
H: 0.57978 1.88398 3.25431  0.31
C: 2.04909 -0.99825 -4.32240  -0.45
O: 2.81090 -0.52645 -5.40180  -0.53
H: 2.67313 -1.21486 -3.45536  0.22
H: 1.32945 -0.23425 -4.02828  0.24
H: 1.43270 -1.86419 -4.56389  0.21
H: 3.38502 0.19877 -5.14485  0.30
C: -1.75834 -5.74238 1.98214  -0.43
O: -1.47041 -4.86099 3.00287  -0.51
H: -1.05398 -5.67385 1.15311  0.15
H: -1.71786 -6.77055 2.34177  0.23
H: -2.75546 -5.49421 1.61847  0.23
H: -1.56043 -3.97416 2.64642  0.32
N: -3.59268 3.42562 1.43918  0.07
C: -4.28555 3.66922 0.31508  -0.38
C: -4.90095 4.90850 0.39788  -0.51
C: -4.55980 5.42773 1.67196  -0.23
C: -3.77570 4.46297 2.27397  -0.69
H: -2.96653 2.63499 1.49338  0.22
H: -4.06373 3.00874 -0.51013  0.39
H: -5.42276 5.44835 -0.37845  0.37
H: -4.90047 6.38269 2.04396  0.39
H: -3.23439 4.54367 3.20503  0.38
N: 1.77527 -7.63478 -1.99202  0.02
C: 1.27156 -6.57318 -2.70931  -0.74
C: 1.47955 -6.78940 -4.08165  -0.30
C: 2.05903 -8.03121 -4.24888  -0.49
C: 2.22014 -8.45840 -2.94793  -0.30
H: 1.62729 -7.82958 -1.01209  0.23
H: 0.73846 -5.76778 -2.22605  0.46
H: 1.25278 -6.13006 -4.90641  0.38
H: 2.44985 -8.58121 -5.09218  0.38
H: 2.61323 -9.40374 -2.60413  0.36
C: 2.96134 5.49894 0.87807  -0.84
S: 1.60632 6.63261 1.38069  0.53
O: 1.91522 8.00489 0.81710  -0.64
C: 0.30690 5.87822 0.24952  -0.89
H: 3.75270 5.51000 1.62756  0.30
H: 3.27752 5.72597 -0.14005  0.33
H: 2.56832 4.48691 0.78085  0.28
H: 0.24817 4.78992 0.26541  0.29
H: 0.44409 6.16867 -0.79207  0.36
H: -0.65871 6.33325 0.47008  0.29


# 5
# C13H28DyNO4P2

A molecular structure, C13H28DyNO4P2 at a distorted geometry (ωB97M-V/def2-TZVPD, the OMol25 dataset).

Properties
**HOMO-LUMO gap (spin up / spin down)**: 6.6 / 6.6 eV
**Max |F|**: 0.0496 Eh/bohr
**LUMO energy (spin up / spin down)**: -0.042 / -0.029 eV
**2S+1**: 6
**Charge**: 0

Each line ends with the Löwdin spin population.
Cartesian coordinates (Å):
C: -0.77233 1.01588 -3.70659  0.00
C: -0.83260 0.54018 -2.40349  0.00
N: -0.01299 1.01758 -1.43234  -0.01
C: 0.83609 2.02870 -1.73400  0.00
C: 0.87853 2.58351 -3.00239  0.00
C: 0.08010 2.06867 -4.01377  0.00
C: -1.78005 -0.61411 -2.11036  0.00
P: -2.28711 -0.83279 -0.34515  -0.01
Dy: 0.10876 -0.12517 0.68441  5.04
P: 2.23861 1.51562 0.73800  0.00
C: 1.77235 2.62090 -0.67463  0.00
O: -0.57148 -3.20531 -2.53952  0.00
O: 0.41378 -3.67485 0.12735  0.00
H: -1.38850 0.52736 -4.45775  0.00
H: 1.55715 3.41848 -3.17640  0.00
H: 0.11348 2.47372 -5.00997  0.00
C: -3.75022 0.22721 -0.20436  0.00
C: -2.89721 -2.52538 -0.07485  0.00
H: 2.71093 2.93902 -1.15143  0.00
H: 1.32186 3.51798 -0.22166  0.00
H: -1.29208 -1.58908 -2.40355  0.00
H: -2.69388 -0.51354 -2.72030  0.00
C: 2.60800 2.54662 2.19040  0.00
C: 3.84382 0.84174 0.19886  0.00
H: 0.87769 -2.78296 0.03875  0.00
H: 0.42336 -3.79593 1.09607  0.00
H: -0.16920 -3.41246 -1.66379  0.00
H: 0.14078 -3.29382 -3.19351  0.00
H: -0.79687 1.22168 1.65637  -0.01
H: 1.35710 -1.42381 0.02644  -0.01
H: -4.61209 -0.14154 -0.77895  0.00
H: -4.01882 0.30244 0.85405  0.00
H: -3.49467 1.23658 -0.54044  0.00
H: -3.73769 -2.79625 -0.72832  0.00
H: -2.08606 -3.25104 -0.20579  0.00
H: -3.22258 -2.60110 0.97057  0.00
H: 4.63530 1.60281 0.12634  0.00
H: 4.14986 0.06253 0.90353  0.00
H: 3.71332 0.35057 -0.76991  0.00
H: 3.48270 3.19875 2.05945  0.00
H: 1.73290 3.15063 2.44832  0.00
H: 2.79072 1.87757 3.04019  0.00
C: -0.40354 -0.64563 5.27151  0.00
O: -0.33512 -0.26506 3.88994  0.00
C: 0.12766 -1.08827 2.96053  0.00
O: 0.55623 -2.21329 3.16314  0.00
H: 0.13790 -1.56345 5.48505  0.00
H: -1.46716 -0.73413 5.51339  0.00
H: 0.01323 0.20225 5.82055  0.00


| no. | energy (Eh) |
| --- | --- |
| 1 | -872.2275 |
| 2 | -1098.0062 |
| 3 | -1132.0763 |
| 4 | -2081.6329 |
| 5 | -2435.4941 |